Molecular formula: C5H11O2
Method: DFT, ωB97M-V/def2-TZVPD

Properties
Gap between HOMO and LUMO   7.71 eV
LUMO energy   3.767 eV
Total charge   -1
HOMO energy   -3.94 eV

Structure (XYZ):
```
18
C5H11O2 ωB97M-V/def2-TZVPD
C 0.913 2.053 -0.672
C 0.806 1.775 -2.151
H 1.722 2.684 -0.269
H 0.082 2.590 -0.215
H 0.921 1.183 -0.008
H 0.204 0.891 -2.370
H 1.809 1.735 -2.579
H 0.300 2.586 -2.679
C -0.433 -1.163 0.686
C -0.904 -2.621 0.632
C -0.508 -0.538 2.113
O 0.157 0.510 2.264
O -1.271 -1.101 2.929
H 0.585 -1.097 0.308
H -1.071 -0.519 0.087
H -1.007 -3.011 1.645
H -0.367 -3.303 -0.036
H -1.939 -2.657 0.317
```